Entry 1:
This record from the OMol25 dataset describes C5H35NO14 as an isolated structure. The level of theory is ωB97M-V with the def2-TZVPD basis set.

Values from the calculation:
- HOMO (eV) = -2.798
- gap between HOMO and LUMO (eV) = 7.8

Structure (ORCA input):
```
! wB97M-V def2-TZVPD RIJCOSX def2/J DEFGRID3
* xyz -2 1
O 2.0366 -0.2707 -1.3441
O -1.0625 -5.3922 -0.4881
O -0.1653 3.3545 -2.2091
O 0.7219 -0.3986 3.8866
O -0.3299 3.7094 0.7523
O -0.6213 -3.3121 -1.9362
O -1.3809 -1.2898 -3.7812
O 1.6305 2.1208 -0.1689
O -1.8953 5.5574 -0.2342
O 2.9139 -1.5749 3.9636
O -0.7060 1.4780 2.9055
O 1.2234 -1.8901 -3.0415
O 2.0293 1.9100 2.4213
O 1.1153 -3.8612 0.8934
N 0.2664 -0.4870 1.2492
C -1.1404 -0.0884 0.9152
C -1.3702 0.5725 -0.5453
C -0.7984 -0.2940 -1.6812
C -1.9425 -0.7131 -2.6049
C -1.6513 1.0501 1.9971
H -0.4222 -4.9930 0.1247
H -0.1924 -1.0715 -1.1291
H -0.0308 2.3857 -2.2711
H -1.7993 -0.9404 0.8565
H -2.4935 0.6915 -0.5994
H 1.9144 2.0852 0.7617
H -2.5645 0.5189 2.4538
H 0.2856 -3.2044 -2.3206
H 1.0416 1.8797 2.7096
H 0.8972 0.2470 0.9137
H -1.0822 -2.7057 -2.4859
H -1.4800 -4.5319 -0.7609
H -0.1503 0.3998 -2.3005
H 1.9423 -1.3092 4.0630
H -1.9244 1.9488 1.3295
H 1.4431 1.1615 -0.3994
H 0.1086 0.4076 3.6417
H 3.1553 -1.5000 3.0406
H -2.4637 0.1420 -2.9522
H -2.6812 -1.4833 -2.2299
H 0.4747 -1.2115 0.5273
H 0.4561 -0.9335 3.1241
H 2.4508 1.1771 2.8497
H 0.5557 3.6379 -1.6368
H 1.5624 -1.0684 -2.1299
H -1.4121 5.1153 0.4638
H 0.7522 -3.2743 0.2119
H -0.9257 1.5615 -0.4477
H 2.5791 0.3829 -1.7789
H 1.4686 -3.1434 1.6088
H -0.6323 3.1263 1.4884
H 1.9766 -2.3227 -3.2047
H -0.3839 -1.4131 -3.7301
H -1.5414 5.0630 -0.9869
H 0.2422 2.9940 0.2455
*
```

=====

Entry 2:
This record from the OMol25 dataset describes a 2-piece molecular cluster, F3H3SSi2 overall. The level of theory is ωB97M-V with the def2-TZVPD basis set.

Values from the calculation:
- HOMO (eV) = -9.792
- gap between HOMO and LUMO (eV) = 8.9

Structure (ORCA input):
```
! wB97M-V def2-TZVPD RIJCOSX def2/J DEFGRID3
* xyz 0 1
S -0.0908 0.3277 1.7700
Si 0.8803 -2.1168 -0.8458
Si -0.1063 -0.1025 -0.3448
F 2.2570 -2.0317 -1.5224
F -0.1102 -3.0450 -1.6156
F 1.2539 -3.1875 0.2789
H -2.1181 0.1826 -0.6966
H 0.8973 0.9937 -0.6094
H -0.7667 -0.7180 2.1702
*
```

=====

Entry 3:
This record from the OMol25 dataset describes C19H36F6N2O17S5Zr as an isolated structure. The level of theory is ωB97M-V with the def2-TZVPD basis set.

Values from the calculation:
- HOMO (spin up / spin down) (eV) = -10.990 / -10.990
- gap between HOMO and LUMO (spin up / spin down) (eV) = 7.8 / 3.1

Structure (ORCA input):
```
! wB97M-V def2-TZVPD RIJCOSX def2/J DEFGRID3
* xyz 1 2
Zr 3.0572 -1.1614 1.1647
S 1.0096 0.4016 3.8685
S 3.6567 -1.3827 -2.4262
S 5.1259 0.7344 1.8558
S 2.1626 -4.2890 1.1485
S 1.9867 -3.4928 3.6460
F 4.0716 -6.1154 0.5101
F 4.1089 -5.5004 2.5797
F 2.5559 -6.9080 1.8887
F 3.3937 -1.4586 4.7253
F 2.7522 -2.9678 6.2126
F 4.3240 -3.4295 4.8803
O 4.6456 1.9339 2.5377
O 0.8479 -1.4878 0.6053
O 2.0013 -0.1842 2.8449
O 1.9334 -4.9555 3.8700
O -5.3098 -3.5087 0.3150
O 4.2888 0.4770 0.6981
O 2.4470 -3.8796 -0.2319
O 0.7871 -4.7709 1.2632
O 0.7770 -2.7694 4.0101
O 3.3767 -1.4521 -0.9191
O -1.1329 2.8143 0.1040
O 1.5636 0.1905 -0.0255
O -0.6851 -0.0798 -0.0979
O -3.3213 -2.3985 -0.0807
O -4.0083 -4.1015 -1.3935
O 6.5470 0.6015 1.4563
O 4.6107 -0.4823 2.4585
N 2.6681 -2.9357 2.2313
N -1.7757 2.6120 -1.0840
C -3.4639 1.2605 0.1582
C -3.9342 2.0445 -2.2197
C -2.0532 3.0082 -3.4390
C 3.3053 -5.8083 1.5682
C -1.2572 3.3594 -2.1819
C 3.1763 -2.7693 4.9820
C -3.8267 3.6714 -0.1602
C -2.7047 -3.8823 -1.6469
C 0.8799 2.2302 3.6308
C 0.5093 -0.4032 0.0959
C -3.5922 2.9471 -3.4008
C -0.7268 -0.0101 3.4163
C -4.3102 -3.3195 -0.3540
C -1.2848 4.9669 -1.9605
C 0.1021 2.8273 -2.3984
C 3.8361 0.4227 -2.8901
C -3.2247 2.4041 -0.8551
C 2.0028 -1.6260 -3.1366
C -2.4655 -2.5055 -1.1988
H -0.9562 5.4479 -2.8817
H 0.1200 1.7379 -2.3689
H -4.0024 4.3851 -0.9651
H 2.1278 -2.0549 -4.1309
H -0.5800 5.2750 -1.1882
H -1.4380 -2.3023 -0.8971
H -1.7498 2.0404 -3.8382
H -1.9556 -4.5555 -1.2300
H -2.5230 -3.9234 -2.7209
H -4.7461 3.4888 0.3961
H 3.2403 0.5327 -3.7962
H 1.3467 -0.7571 -3.1874
H 0.6537 2.6856 2.6667
H 0.7467 3.0865 -1.5584
H 3.4045 1.1020 -2.1550
H -3.1373 4.1182 0.5563
H -1.3490 0.1649 4.2940
H 1.4181 -2.4045 -2.6466
H -0.8483 -1.0106 3.0012
H 0.7646 3.0900 -3.2231
H -4.0516 3.9329 -3.3297
H -1.7640 3.6856 -4.2425
H -3.9767 2.4872 -4.3112
H 4.8733 0.7398 -2.9981
H 1.7624 2.7245 4.0369
H 0.1151 2.6085 4.3091
H -0.9350 0.7077 2.6229
H -0.6711 0.8748 -0.1983
H -2.1930 5.4104 -1.5522
H -2.9738 1.3349 1.1290
H -4.4957 1.0109 0.4055
H -1.0252 3.7682 0.1084
H -2.7468 -1.8702 -2.0387
H -4.9820 2.1959 -1.9601
H -3.8971 0.9700 -2.3994
H -3.0090 0.4007 -0.3336
*
```

=====

Entry 4:
This record from the OMol25 dataset describes an isolated ion of composition C6H11BrNO3S and charge -1. The level of theory is ωB97M-V with the def2-TZVPD basis set.

Values from the calculation:
- HOMO (eV) = -3.774
- gap between HOMO and LUMO (eV) = 7.1

Structure (ORCA input):
```
! wB97M-V def2-TZVPD RIJCOSX def2/J DEFGRID3
* xyz -1 1
Br 2.1532 -2.7455 0.2296
S 5.4937 0.8969 -0.5248
O 5.7494 1.2539 0.9063
O 3.8380 -0.4168 -0.3037
O 5.0968 2.0141 -1.3065
N 2.4931 1.3519 0.4783
C 1.5707 -0.9011 0.4460
C -1.0086 -1.6184 -0.6579
C -0.5492 0.7616 -0.7991
C 2.6225 -0.0659 0.1192
C 0.2994 -0.5424 1.1207
C -0.9144 -0.3332 0.1792
H -0.0925 -2.0615 -0.9469
H 0.6323 0.2887 1.7515
H -1.6852 -0.1919 0.9037
H 0.1898 0.3963 -1.5333
H 1.9834 1.5662 1.3121
H 3.3110 1.9017 0.3222
H -1.4385 1.3715 -1.2859
H -1.5770 -1.3109 -1.5610
H 0.0400 1.6373 -0.2470
H -0.0178 -1.3307 1.9768
H -1.5108 -2.3542 -0.1747
*
```

=====

Entry 5:
This record from the OMol25 dataset describes a 2-piece molecular cluster, C4H5ClS overall. The level of theory is ωB97M-V with the def2-TZVPD basis set.

Values from the calculation:
- HOMO (spin up / spin down) (eV) = -7.956 / -7.874
- gap between HOMO and LUMO (spin up / spin down) (eV) = 7.1 / 7.2

Structure (ORCA input):
```
! wB97M-V def2-TZVPD RIJCOSX def2/J DEFGRID3
* xyz 0 1
Cl 3.4803 1.5055 0.2018
S 3.4677 -1.5799 0.2173
C -0.7323 0.2384 1.0036
C 0.2062 -0.4112 0.1657
C 3.0785 -0.0890 -0.2097
C 0.7181 -0.0764 -1.0913
H 0.6206 -1.3336 0.4628
H -0.9172 0.0235 2.0186
H 0.7724 0.9826 -1.4427
H -1.2773 1.0253 0.5307
H 1.1695 -0.8760 -1.6937
*
```

=====

Entry 6:
This record from the OMol25 dataset describes one molecule with the formula C22H30N4O4. The level of theory is ωB97M-V with the def2-TZVPD basis set.

Values from the calculation:
- HOMO (eV) = -8.401
- SMILES = CCCCCC(=O)N1C[C@@]2(CC(c3cccc(NC(=O)CC)c3)=NO2)C[C@H]1C(N)=O
- gap between HOMO and LUMO (eV) = 9.0

Structure (ORCA input):
```
! wB97M-V def2-TZVPD RIJCOSX def2/J DEFGRID3
* xyz 0 1
O -5.7439 1.8460 1.0448
O -0.2580 0.3213 1.7058
O 5.1666 -1.1943 0.5728
O 1.4927 -3.5876 -0.1278
N 3.7327 -3.3643 -0.2781
N -6.2873 0.5158 -0.7281
N -1.5011 0.3072 1.1590
N 2.9943 -0.6421 0.6668
C -5.0740 -0.9798 -2.1404
C 0.6417 -0.5205 0.9540
C -2.7518 -0.6104 -0.6677
C 6.3752 2.7117 -0.6841
C 2.5262 -3.0435 0.2010
C -3.9162 -1.6424 -2.4976
C 4.2893 -0.3508 0.4349
C -8.3063 2.8713 1.3438
C -5.0830 -0.1212 -1.0390
C 8.1721 4.3586 -1.3495
C -2.7536 -1.4644 -1.7705
C 1.2147 -1.6234 1.8551
C -3.9196 0.0612 -0.3047
C 6.0727 1.2873 -0.2299
C 7.8702 2.9348 -0.8982
C 1.8901 0.2853 0.5601
C 4.5781 1.0643 -0.0148
C -6.5562 1.4282 0.2576
C -0.2037 -1.0320 -0.2204
C 2.5842 -1.9153 1.2579
C -1.5438 -0.4179 0.1112
C -8.0175 1.8614 0.2418
H 3.8082 -4.0768 -0.9857
H 6.6000 1.0753 0.7016
H 4.0340 1.2571 -0.9432
H 7.8326 5.0754 -0.6048
H 8.2351 2.2304 -1.6489
H 6.0104 3.4181 0.0659
H 6.4344 0.5760 -0.9744
H 1.3018 -1.2327 2.8691
H -1.8577 -1.9928 -2.0554
H 8.4013 2.7285 0.0334
H -3.9029 0.7173 0.5485
H 2.0021 1.1180 1.2654
H -0.2373 -2.1208 -0.2496
H 0.1602 -0.6732 -1.1852
H 3.3246 -2.2109 2.0101
H -7.0581 0.2612 -1.3309
H -8.2415 2.2956 -0.7364
H 1.8120 0.6956 -0.4507
H -3.9216 -2.3049 -3.3504
H 9.2409 4.4956 -1.4949
H 7.6675 4.5770 -2.2884
H -5.9793 -1.1259 -2.7137
H -9.3508 3.1721 1.3225
H -8.6439 0.9744 0.3692
H -7.6811 3.7509 1.2169
H 4.5474 -2.8237 0.0024
H 5.8439 2.9173 -1.6170
H 4.1995 1.7592 0.7393
H 0.5865 -2.5119 1.8634
H -8.0814 2.4384 2.3146
*
```

=====

Entry 7:
This record from the OMol25 dataset describes C18H13BF9IrN2O6S as an isolated structure. The level of theory is ωB97M-V with the def2-TZVPD basis set.

Values from the calculation:
- HOMO (spin up / spin down) (eV) = -8.408 / -8.892
- gap between HOMO and LUMO (spin up / spin down) (eV) = 7.7 / 6.2

Structure (ORCA input):
```
! wB97M-V def2-TZVPD RIJCOSX def2/J DEFGRID3
* xyz 0 5
Ir -1.0657 0.8278 -0.1540
S -2.6592 1.3720 1.4629
F -0.1841 4.4019 5.8256
F -2.8824 4.1187 -0.9755
F -3.9445 2.5091 3.8004
F -0.8308 5.0908 -1.3359
F 1.3852 3.4917 3.8111
F 0.3261 2.1045 1.7951
F -1.7872 3.7831 -2.9704
F -2.8465 3.9032 5.8138
F -0.9852 2.8070 -1.0372
O -0.8255 -0.7897 3.1444
O -0.0341 -0.8331 1.0228
O -2.0557 -0.2675 -1.7889
O 0.5157 -1.3221 -7.3003
O 0.7045 0.3050 -1.2960
O 2.5735 -0.7299 -7.0982
N 1.4624 -0.9304 -6.6464
N 1.8332 -2.4194 1.3777
C 2.2888 -0.0493 -4.4826
C 1.2244 -0.5528 -5.2572
C 0.8154 0.0927 -2.5494
C -0.1033 -1.1897 2.2598
C 2.0874 0.2702 -3.1753
C 0.9079 -2.3219 2.5737
C -0.7250 3.7189 4.8245
C 1.7939 -3.8173 0.8520
C -0.0234 -0.6854 -4.7293
C 0.2160 -3.6914 2.6390
C 0.0741 3.2568 3.7910
C -0.2591 -0.3596 -3.3812
C -1.5946 -0.5070 -2.9176
C -2.0856 3.4610 4.8163
C -2.6374 2.7441 3.7748
C -1.8627 2.2668 2.7110
C -0.4959 2.5461 2.7578
C 0.3950 -4.2745 1.2335
B -1.6722 4.0521 -1.6304
H 2.0024 -3.8102 -0.2151
H 3.2534 0.0837 -4.9516
H 2.5551 -4.4015 1.3676
H 0.6974 -4.3293 3.3807
H 2.7718 -2.0740 1.5558
H -0.8270 -3.5734 2.9236
H 0.3075 -5.3581 1.2118
H -0.8299 -1.0451 -5.3554
H -2.3126 -0.8767 -3.6617
H 1.3311 -1.7416 0.7299
H -0.3392 -3.8553 0.5440
H 1.4631 -2.0765 3.4745
H 2.8832 0.6754 -2.5655
*
```

=====

Entry 8:
This record from the OMol25 dataset describes C17H14BBr2ClF3N3O12PS2 as an isolated structure. The level of theory is ωB97M-V with the def2-TZVPD basis set.

Values from the calculation:
- HOMO (eV) = -7.207
- gap between HOMO and LUMO (eV) = 7.3

Structure (ORCA input):
```
! wB97M-V def2-TZVPD RIJCOSX def2/J DEFGRID3
* xyz -1 1
Br 0.5463 -0.5965 2.1964
Br 2.8617 -3.0096 1.5426
Cl 0.8651 2.7150 5.7376
S -3.9495 0.3389 -0.1155
S -3.6195 4.8694 1.8932
P 0.4886 4.4567 4.6182
F 1.3068 -2.0998 -0.5344
F 3.3881 -1.5072 -0.6228
F 3.1115 0.1885 1.4336
O -3.5052 0.9117 1.3271
O -5.0874 1.1108 -0.5653
O 1.3891 -6.4348 -1.1734
O -4.3392 -1.0326 -0.0155
O 2.5631 -8.1392 -5.0792
O 4.3171 -5.8860 -4.4387
O -0.8234 5.2483 5.2465
O 1.2812 -7.2352 -3.4745
O 0.0737 -5.8978 0.5593
O -1.2896 -4.2606 -1.4505
O 0.2864 -5.1123 -2.8020
O 2.7010 -5.4121 -2.9564
N -2.3971 4.7999 2.9884
N 2.1232 3.0418 2.7297
N -2.9102 4.1211 0.6428
C -0.7230 3.0803 0.1709
C 0.3717 -5.8034 -0.5997
C -2.5549 0.5454 -1.2422
C -0.0600 3.9280 2.9162
C -2.3897 2.0731 -1.5538
C -0.3321 -4.9593 -1.6361
C 3.2628 -6.1314 -3.9219
C 1.9620 -0.2979 0.8696
C 0.5185 2.8259 0.7315
C 1.6457 2.1169 -0.0356
C -1.3812 4.1960 2.3786
C -1.6748 3.7691 1.0043
C 0.8307 3.2586 2.1187
C -0.9746 2.6541 -1.2766
C 2.3383 -1.6791 0.2249
C 2.3568 -7.2950 -4.2526
C 1.4031 0.6039 -0.2621
B 1.4144 -6.0496 -2.6018
H -3.2092 2.6109 -1.0595
H 2.5893 2.3002 0.5018
H 0.3205 0.4092 -0.2934
H -2.8680 0.0332 -2.1692
H -2.5680 2.1891 -2.6398
H -1.6199 4.6920 5.2184
H -1.6416 0.0332 -0.9045
H -0.2368 1.9305 -1.6529
H 1.8285 0.3048 -1.2377
H 2.7966 3.4869 2.1090
H -0.8650 3.5590 -1.9093
H 2.3226 2.0494 2.8324
H 1.7523 2.6515 -0.9991
H -3.9968 1.7358 1.4848
*
```

=====

Q: Which molar mass values were calculated for the entries above? A: 333.3, 148.3, 930.0, 257.1, 120.6, 414.5, 759.4, 810.5, in g/mol.
Q: Which strongest force on any atom values were calculated for the entries above? A: 5.28, 3.43, 8.19, 4.29, 3.75, 1.09, 1.02, 3.11, in eV/Å.